41
Properties=species:S:1:pos:R:3:forces:R:3:lowdin_spin:R:1 method="wB97M-V/def2-TZVPD" s_squared=0.8190 homo_energy_ev="-14.482 / -14.771" spin_multiplicity=2 total_charge=+2
Ru 0.430 -0.868 0.208 1.293 1.157 -2.793 0.0067
C -1.067 -2.746 -1.659 -0.190 -0.202 -0.137 0.0015
C -1.211 -1.433 -2.384 -0.098 -0.007 -0.174 0.0002
N -0.904 -0.310 -1.469 0.507 -0.223 1.466 -0.0010
C -0.281 0.862 -2.105 -0.088 0.227 -0.202 -0.0017
C 1.070 0.538 -2.711 0.177 0.038 -0.006 -0.0009
S 2.097 -0.523 -1.647 -0.639 -0.726 1.079 0.0038
C 1.982 -2.154 -2.458 0.239 0.188 -0.239 0.0006
C 1.400 -3.200 -1.539 0.096 -0.151 -0.096 -0.0019
N 0.161 -2.781 -0.849 -0.174 0.568 1.212 0.0087
H -1.094 -3.569 -2.377 -0.018 -0.042 0.028 0.0003
H -1.908 -2.872 -0.977 0.031 -0.056 0.039 0.0001
H -2.230 -1.361 -2.766 0.032 0.161 -0.068 0.0000
H -0.547 -1.378 -3.242 0.018 0.038 0.005 0.0000
H -1.760 -0.010 -1.011 -0.001 0.048 -0.144 0.0000
H -0.159 1.615 -1.328 -0.057 0.023 0.009 -0.0004
H -0.921 1.284 -2.886 -0.071 -0.035 0.025 -0.0004
H 1.624 1.466 -2.838 0.025 -0.017 -0.081 0.0000
H 1.009 0.062 -3.688 -0.024 0.031 -0.013 -0.0001
H 2.999 -2.448 -2.715 -0.016 -0.011 -0.081 0.0001
H 1.432 -2.043 -3.390 -0.002 -0.028 -0.010 0.0000
H 2.129 -3.439 -0.766 -0.044 -0.018 0.046 -0.0002
H 1.221 -4.109 -2.121 -0.035 -0.057 0.078 -0.0004
H 0.010 -3.455 -0.103 -0.017 -0.053 -0.104 0.0026
Cl 3.806 2.159 2.650 0.009 0.005 -0.006 0.0707
C 2.125 2.235 2.803 0.023 -0.088 -0.119 0.1600
C 1.525 3.185 3.612 0.008 0.051 0.055 -0.0178
C 0.148 3.248 3.744 0.042 -0.064 -0.042 0.2059
Cl -0.535 4.435 4.736 -0.015 0.000 0.000 0.1016
C -0.711 2.310 3.059 -0.029 0.055 0.061 0.0252
C -2.108 2.286 3.168 -0.061 0.035 0.040 0.0162
C -2.819 1.322 2.492 0.020 0.015 -0.011 0.0103
C -2.131 0.393 1.712 0.080 0.131 0.164 0.0081
N -0.808 0.416 1.578 -0.383 -0.836 -0.039 0.0211
C -0.108 1.356 2.241 -0.007 -0.044 -0.051 0.0491
C 1.333 1.299 2.055 0.098 0.154 0.211 0.1250
O 1.828 0.456 1.267 -0.706 -0.254 -0.115 0.2088
H 2.147 3.889 4.149 -0.019 0.007 0.011 -0.0033
H -2.615 3.016 3.785 -0.003 -0.011 -0.001 0.0011
H -3.896 1.267 2.566 0.000 0.000 0.005 0.0002
H -2.662 -0.401 1.202 -0.002 -0.008 -0.004 0.0002

---

120
Properties=species:S:1:pos:R:3:forces:R:3:mulliken_charge:R:1 method="wB97M-V/def2-TZVPD" homo_energy_ev=-11.441 relative_energy_kj_mol=19.5 total_charge=+2
Ti -0.724 -0.861 -1.063 -0.257 0.408 0.402 -0.1547
C -3.858 -1.834 3.582 -0.040 0.049 0.028 -1.0164
C -3.966 -0.969 2.323 -0.211 0.139 0.166 -0.4949
C -2.931 -1.219 1.347 0.289 -0.208 -0.314 0.2420
N -2.136 -1.396 0.540 0.037 -0.021 -0.060 0.5274
H -4.647 -1.543 4.271 0.007 -0.010 -0.003 0.4020
H -2.900 -1.687 4.076 0.005 0.008 -0.008 0.2249
H -3.981 -2.889 3.351 0.005 -0.033 -0.029 0.2910
H -3.894 0.096 2.562 -0.045 -0.017 0.037 0.3339
H -4.917 -1.119 1.804 -0.013 -0.001 0.076 0.3495
Se -0.048 -3.399 -1.998 0.136 -0.242 -0.030 -0.0611
C 1.759 -3.293 -2.686 0.019 -0.011 0.039 0.7083
C 2.878 -3.199 -1.867 -0.066 0.078 0.002 -0.1782
C 4.144 -3.167 -2.434 -0.008 0.014 0.031 -1.1064
C 4.294 -3.220 -3.812 0.033 0.005 -0.037 -0.7161
C 3.174 -3.314 -4.624 0.032 0.015 -0.050 -0.7553
C 1.905 -3.358 -4.065 -0.104 0.012 -0.010 -0.5120
H 2.785 -3.194 -0.790 0.013 0.058 -0.031 0.4977
H 5.014 -3.116 -1.793 -0.007 0.006 0.010 0.5373
H 5.282 -3.207 -4.251 -0.003 -0.002 0.000 0.4753
H 3.284 -3.373 -5.699 0.000 -0.009 0.002 0.4767
H 1.036 -3.457 -4.704 -0.009 -0.014 0.006 0.5002
N 3.511 1.009 -5.276 0.041 0.018 0.010 -0.4530
C 2.616 0.595 -4.370 -0.011 -0.004 0.062 0.8654
C 1.330 0.165 -4.751 -0.079 -0.019 0.062 -1.3711
C 0.451 -0.265 -3.796 0.083 0.014 -0.149 -1.0107
N 0.742 -0.286 -2.481 0.020 -0.136 0.226 2.3200
C 1.966 0.136 -2.108 0.082 0.075 -0.161 -0.7477
C 2.915 0.571 -2.991 -0.074 -0.089 0.026 -0.9545
H 3.285 1.043 -6.255 -0.005 -0.002 0.003 0.2135
H 4.425 1.325 -5.000 -0.003 -0.001 -0.002 0.2155
H 1.030 0.163 -5.790 0.012 -0.001 -0.002 0.4769
H -0.536 -0.612 -4.074 -0.006 0.009 -0.026 0.6111
H 2.185 0.133 -1.046 0.005 0.000 -0.001 0.4335
H 3.880 0.892 -2.622 0.007 0.007 -0.021 0.5183
C -1.273 -7.265 1.819 -0.013 0.080 -0.066 -1.1608
Ge -1.716 -5.997 0.390 -0.108 -0.115 0.015 0.6332
C -3.270 -4.889 0.853 0.080 -0.058 -0.038 -0.8325
C -1.962 -6.878 -1.341 0.038 0.051 0.073 -1.1427
Ge 0.232 -4.528 0.159 0.041 -0.035 -0.073 -0.7266
C 1.943 -5.447 0.079 -0.063 0.021 0.014 0.4177
C 2.187 -6.380 -0.926 -0.105 -0.033 -0.074 -0.3513
C 3.406 -7.034 -0.997 0.042 -0.008 0.045 -0.7982
C 4.390 -6.768 -0.053 0.010 -0.022 -0.034 -0.5202
C 4.153 -5.848 0.959 0.038 -0.016 -0.015 -0.8192
C 2.935 -5.187 1.021 -0.076 0.071 0.127 0.1303
C 0.349 -2.962 1.348 -0.081 -0.243 0.267 0.6513
C -0.101 -3.059 2.660 -0.071 -0.082 -0.018 -0.4813
C -0.050 -1.964 3.520 0.030 0.062 -0.001 -0.8750
C 0.457 -0.747 3.088 0.020 0.021 -0.072 -0.9952
C 0.944 -0.635 1.791 -0.174 0.052 0.064 -0.5629
C 0.869 -1.733 0.941 0.442 0.142 -0.642 -0.0849
H -2.019 -8.060 1.850 -0.024 0.020 -0.028 0.4407
H -1.258 -6.779 2.794 -0.002 0.026 -0.015 0.3728
H -0.298 -7.722 1.648 -0.006 0.022 -0.036 0.4062
H -4.140 -5.522 1.030 0.022 -0.020 0.000 0.5207
H -3.512 -4.194 0.049 0.025 -0.004 -0.010 0.3215
H -3.065 -4.323 1.762 0.001 0.016 0.032 -0.0357
H -2.765 -7.611 -1.265 -0.008 0.011 0.036 0.4599
H -1.058 -7.403 -1.651 0.011 0.001 0.033 0.3588
H -2.227 -6.160 -2.117 0.011 0.024 0.028 0.3881
H 1.429 -6.592 -1.674 0.008 0.008 0.010 0.3193
H 3.589 -7.755 -1.783 -0.005 0.004 -0.004 0.4332
H 5.340 -7.282 -0.104 -0.005 0.001 0.000 0.4374
H 4.916 -5.648 1.699 -0.006 0.002 0.000 0.4530
H 2.765 -4.464 1.813 0.003 -0.006 -0.016 0.4279
H -0.498 -3.996 3.037 0.007 0.006 -0.034 0.4804
H -0.397 -2.071 4.540 0.010 0.001 0.000 0.5759
H 0.502 0.101 3.758 0.003 0.001 -0.010 0.5585
H 1.367 0.303 1.452 0.020 0.028 0.029 0.6877
H 1.372 -1.675 -0.041 -0.086 -0.024 0.220 -0.1974
C 1.096 8.082 5.484 0.002 0.084 0.061 -1.5866
C 0.812 6.917 4.584 -0.038 -0.116 -0.094 0.4419
C -0.361 6.181 4.705 0.049 0.011 -0.056 -0.9945
C -0.634 5.094 3.881 0.043 -0.010 0.044 1.1675
C -1.933 4.358 4.071 -0.054 -0.030 0.064 -1.5953
C 0.310 4.728 2.914 -0.065 -0.009 -0.021 -0.2672
Te -0.128 3.094 1.640 -0.017 -0.027 0.014 0.8729
N -1.084 0.895 -0.796 0.346 -0.157 0.350 0.5312
C -2.125 0.697 -1.562 -0.304 0.047 -0.273 0.9429
O -2.176 -0.553 -2.133 0.051 -0.077 -0.144 -0.7625
C -3.219 1.608 -1.826 -0.003 0.094 0.026 -0.2384
C -4.288 1.219 -2.640 0.028 0.027 0.021 -0.3568
C -5.313 2.115 -2.877 0.003 -0.017 0.003 -0.9012
C -5.270 3.383 -2.306 -0.059 0.008 -0.030 -0.5351
C -4.206 3.768 -1.500 0.013 0.050 0.035 -0.6343
C -3.174 2.885 -1.256 -0.026 -0.112 -0.079 0.2908
C 0.144 4.038 -0.229 0.086 0.007 0.157 -0.0788
C 0.942 3.387 -1.162 0.050 -0.099 -0.102 -0.5635
C 1.121 3.902 -2.434 -0.031 0.038 -0.001 -0.4832
C 0.518 5.107 -2.770 0.054 -0.056 -0.033 -0.9273
C -0.250 5.772 -1.831 -0.055 0.037 0.036 -0.6768
C -0.460 5.253 -0.551 -0.054 0.112 -0.066 1.1058
C -1.300 6.016 0.429 -0.126 0.081 0.062 -1.3418
C 1.506 5.441 2.777 0.043 -0.039 0.011 1.1404
C 2.556 5.092 1.760 0.051 0.001 -0.043 -1.6129
C 1.728 6.529 3.614 -0.017 0.019 0.035 -0.8936
H 0.206 8.385 6.034 0.005 -0.003 0.001 0.3748
H 1.452 8.941 4.915 0.007 -0.010 0.002 0.3714
H 1.869 7.828 6.211 0.000 0.001 -0.005 0.3249
H -1.087 6.464 5.458 -0.004 0.001 0.001 0.3232
H -2.499 4.802 4.888 -0.013 -0.006 -0.011 0.4129
H -1.773 3.305 4.314 0.011 0.014 -0.007 0.2308
H -2.550 4.389 3.170 0.005 0.008 -0.019 0.2414
H -4.305 0.230 -3.077 0.006 0.003 0.001 0.5514
H -6.146 1.833 -3.506 0.002 -0.003 0.003 0.4470
H -6.077 4.079 -2.497 0.011 0.000 -0.002 0.4367
H -4.183 4.760 -1.068 0.005 -0.004 -0.002 0.5113
H -2.329 3.164 -0.642 0.065 0.030 0.050 0.2362
H 1.440 2.470 -0.878 0.012 -0.023 0.000 0.3746
H 1.738 3.377 -3.153 0.027 -0.004 -0.010 0.4238
H 0.658 5.538 -3.753 -0.004 -0.014 0.006 0.4090
H -0.706 6.720 -2.091 -0.006 -0.009 0.018 0.4485
H -1.866 6.797 -0.076 -0.012 0.000 0.013 0.5268
H -0.683 6.486 1.198 -0.028 0.000 -0.050 0.2029
H -1.998 5.355 0.955 0.026 0.032 -0.048 0.1121
H 2.680 4.011 1.669 0.002 0.017 0.012 0.2058
H 3.512 5.527 2.044 0.006 0.004 -0.021 0.5104
H 2.296 5.470 0.767 -0.007 -0.007 0.030 0.2410
H 2.653 7.086 3.509 -0.002 0.003 -0.001 0.4599

---

55
Properties=species:S:1:pos:R:3:forces:R:3:mulliken_charge:R:1 method="wB97M-V/def2-TZVPD" homo_energy_ev=-10.697 relative_energy_kj_mol=0.0 total_charge=0
C 2.749 -2.072 0.042 0.170 0.034 -0.600 -0.4449
Br 3.146 -0.319 -0.677 -0.170 0.058 0.261 -0.0065
Br 1.607 -3.001 -1.210 -0.163 -0.081 0.403 -0.0510
Br 2.095 -2.119 1.851 0.179 -0.031 -0.251 -0.0219
H 3.694 -2.586 -0.003 0.046 -0.163 0.288 0.5211
C 1.879 3.749 -3.813 0.080 -0.123 -0.435 -0.1003
Cl 3.209 2.700 -3.319 0.068 -0.099 0.191 -0.1072
Cl 0.399 3.360 -2.957 -0.135 0.045 0.195 -0.0766
Cl 1.628 3.606 -5.550 -0.018 0.056 -0.060 -0.1026
H 2.158 4.767 -3.593 -0.008 0.110 0.084 0.4031
C -1.306 -2.656 3.783 -0.150 -0.103 0.241 0.4093
Cl -1.272 -3.758 2.419 0.018 -0.041 -0.116 -0.0979
Cl -0.240 -3.213 5.083 0.097 -0.004 -0.052 -0.1360
Cl -2.952 -2.469 4.397 0.070 0.089 -0.084 -0.1362
H -0.941 -1.692 3.460 -0.078 0.132 -0.101 -0.0821
C -0.246 0.683 1.002 -0.052 -0.204 -0.487 0.4538
C -0.438 1.108 -0.444 0.783 -0.264 0.575 0.0234
O -1.297 0.075 -0.931 -0.017 0.292 -0.145 -0.2283
C -1.997 -0.425 0.110 0.924 0.637 -0.025 0.5302
O -2.885 -1.185 -0.008 -1.117 -0.800 0.101 -0.5337
O -1.524 0.064 1.278 0.164 0.025 0.318 -0.2708
H -0.006 1.483 1.692 -0.267 -0.014 0.150 0.4248
H 0.525 -0.093 1.052 -0.149 0.232 0.149 -0.5339
H 0.526 1.046 -0.942 -0.179 0.220 -0.351 0.0395
H -0.897 2.089 -0.544 -0.111 -0.016 -0.146 0.1559
C 1.277 -1.297 -4.407 0.558 0.760 -0.606 -0.0707
C 0.248 -0.294 -3.865 -0.166 -0.648 -0.505 0.6668
O -0.415 0.177 -5.049 0.221 0.103 0.297 -0.3832
C -0.009 -0.522 -6.134 0.353 0.034 1.362 0.6130
O -0.426 -0.356 -7.215 -0.567 0.184 -1.557 -0.5154
O 0.938 -1.417 -5.804 0.024 -0.523 0.559 -0.3809
H 1.285 -2.252 -3.894 -0.245 -0.134 -0.298 0.1390
H 2.294 -0.895 -4.403 -0.063 -0.022 0.287 0.1877
H 0.716 0.542 -3.357 -0.113 0.048 0.114 -0.3952
H -0.498 -0.798 -3.254 0.045 0.237 0.238 0.0726
C 4.967 -0.030 4.504 0.547 -0.944 -0.125 -0.3376
C 5.737 0.070 3.168 -0.370 -0.494 0.895 -0.2774
O 4.679 0.350 2.252 0.242 0.363 -0.005 -0.2184
C 3.613 0.840 2.925 0.691 -0.180 0.484 0.5952
O 2.675 1.340 2.418 -0.928 0.359 -0.504 -0.4531
O 3.770 0.695 4.260 0.157 0.008 -0.080 -0.3293
H 5.490 0.319 5.389 -0.022 0.541 -0.145 0.3149
H 4.747 -1.084 4.708 -0.355 0.121 -0.099 0.2218
H 6.157 -0.897 2.904 0.181 0.093 -0.087 0.2656
H 6.512 0.835 3.186 -0.192 0.168 -0.317 0.2579
C -5.320 0.768 1.484 0.068 0.384 -0.815 -0.0066
C -5.725 0.015 0.223 -0.679 -0.125 -0.270 -0.1935
O -7.171 0.028 0.294 0.367 -0.136 0.242 -0.3763
C -7.566 0.940 1.207 1.062 -0.361 -0.476 0.5518
O -8.680 1.225 1.428 -1.599 0.394 0.302 -0.4964
O -6.504 1.505 1.818 0.541 -0.304 0.318 -0.3796
H -4.533 1.491 1.282 0.106 -0.059 0.176 0.2026
H -5.017 0.078 2.262 -0.130 0.068 0.388 0.1957
H -5.379 -1.012 0.209 -0.006 -0.019 -0.013 0.2650
H -5.472 0.499 -0.719 0.288 0.095 0.134 0.2330

---

9
Properties=species:S:1:pos:R:3:forces:R:3:lowdin_spin:R:1 method="wB97M-V/def2-TZVPD" s_squared=0.7516 homo_energy_ev="-5.419 / -5.410" relative_energy_kj_mol=0.0 spin_multiplicity=2 total_charge=0
O 1.204 0.877 0.304 0.667 -0.531 0.448 0.1412
C 0.154 0.464 -0.432 0.209 -0.760 0.755 0.0096
C -0.966 -0.104 0.101 1.257 -0.366 0.576 -0.0005
Ag 2.961 1.608 1.855 -0.431 -0.336 -0.318 0.6430
Li 1.684 -1.097 1.152 -0.657 1.721 -0.700 0.2024
H 0.265 0.486 -1.528 -0.065 0.115 0.099 0.0016
H -1.048 -0.079 1.209 -0.068 0.149 -0.343 0.0001
Li -2.388 -1.336 -2.115 0.261 0.370 1.032 0.0025
O -1.865 -0.819 -0.546 -1.173 -0.361 -1.550 0.0001